[1]
Formula: C12H24MgN5O8P
Source: OMol25
Level of theory: ωB97M-V with the def2-TZVPD basis set

HOMO-LUMO gap (alpha / beta), eV: 7.05 / 7.11
ΔE to the lowest compared entry with this formula, charge and spin, kJ/mol: 37.36
E_HOMO (alpha / beta), eV: -14.697 / -14.699

The geometry in ORCA input format:
```
! RIJCOSX wB97M-V def2-TZVPD def2/J DEFGRID3
* xyz 2 1
P 1.02606 0.96873 -2.05778
Mg 0.26629 -1.54740 -0.40558
O -2.27489 1.89379 -0.82894
O -2.88558 3.79843 -0.02539
O 0.28180 -0.37042 -1.92404
O 2.55720 -1.68162 -0.37085
O 1.09553 1.90047 -0.90680
O 1.03467 -0.68958 1.07974
O 2.13774 -0.01168 2.91586
O 3.18808 -2.60957 -0.01682
N -1.28817 1.48768 -3.39443
N -1.81655 -1.69501 -0.12259
N 3.60342 1.06260 -1.26548
N -2.31793 2.74712 0.08780
N 0.43563 -3.59923 -0.09412
C -1.59918 2.43824 1.33082
C 0.08783 1.09361 2.35788
C -2.09170 -2.22172 1.26418
C -1.58453 -3.65411 1.41656
C -0.79630 1.32041 1.32678
C 0.18952 1.78342 -3.47989
C -0.77471 3.04920 3.47484
C -1.61015 3.31694 2.39955
C 0.09508 1.96120 3.44596
C -0.06949 -3.83143 1.31603
C 2.81360 0.76005 -2.52610
C 1.18096 0.05249 2.17869
H -1.43757 0.48083 -3.43771
H 3.07450 1.79179 -0.75063
H 0.79942 1.79046 4.24899
H -2.24691 -2.34194 -0.78080
H -0.76223 3.72362 4.32071
H -1.89595 -4.01741 2.39471
H 0.43863 -3.12307 1.97336
H -2.07663 -4.29194 0.67167
H -2.23894 4.19828 2.37962
H -1.81675 1.93729 -4.13966
H 1.42191 -3.82751 -0.08820
H -3.15714 -2.20279 1.47335
H -2.31467 -0.81438 -0.24956
H 3.02814 -0.23789 -2.90023
H -1.67465 1.79280 -2.49303
H -1.59468 -1.56994 1.98210
H 3.61072 0.26552 -0.65200
H 4.55837 1.36245 -1.44455
H 3.09262 1.50421 -3.27119
H 0.19158 -4.83268 1.65185
H 0.33591 2.85797 -3.39767
H -0.80488 0.69314 0.46692
H 0.57648 1.43451 -4.43712
H 0.00850 -4.29592 -0.69683
*
```

[2]
Formula: C23H24F24O9
Source: OMol25
Level of theory: ωB97M-V with the def2-TZVPD basis set

SMILES: FC(F)C(F)(F)COC(F)(F)C(F)F.FC(F)C(F)(F)COC(F)(F)C(F)F.FC(F)C(F)(F)COC(F)(F)C(F)F.C[C@H]1COC(=O)O1.C[C@H]1COC(=O)O1
HOMO-LUMO gap, eV: 11.24
ΔE to the lowest compared entry with this formula, charge and spin, kJ/mol: 0.00
E_HOMO, eV: -10.970

The geometry in ORCA input format:
```
! RIJCOSX wB97M-V def2-TZVPD def2/J DEFGRID3
* xyz 0 1
F -3.24970 10.25849 -10.02396
F 7.22517 -5.72416 1.01690
F 0.09405 0.79568 3.24511
F 2.35699 3.59298 -0.54335
F 3.40393 -8.48467 0.22672
F 6.31679 -5.63194 -1.85856
F -0.72131 -2.02138 1.00893
F -4.84594 12.70784 -9.72789
F 0.53753 10.30928 -7.09666
F 6.18537 -3.90265 0.23527
F 3.90498 -11.24252 0.55446
F -1.33995 9.35396 -6.84125
F -5.87361 10.89601 -9.29816
F -0.83213 2.42126 -1.21803
F 1.39372 -0.57615 2.32184
F 1.80271 1.65754 -1.21692
F -0.62831 10.82402 -4.57814
F 4.30325 -5.72881 -1.07154
F 5.74070 -11.06935 -0.70145
F -3.68345 9.87122 -7.86890
F 3.31102 -9.84143 -1.64371
F -0.55028 4.02889 0.20028
F -0.29984 12.44873 -5.93492
F -0.89795 -1.78371 3.22101
O 0.42451 -0.64767 9.30451
O 5.77272 -7.41409 -0.44295
O 2.34145 0.59788 9.15624
O -9.33677 -5.15234 1.81661
O -8.64372 -7.13317 2.69551
O 0.35338 0.79839 0.97828
O -10.65460 -6.13150 3.35769
O 2.52395 -1.56030 8.69493
O -2.57219 11.72913 -8.37309
C -7.34704 -4.21996 0.96446
C -8.14905 -5.48497 1.08832
C 1.41975 1.82985 0.97882
C -7.55023 -6.58776 2.02293
C -9.62883 -6.17848 2.73568
C -0.76156 10.53394 -7.02783
C -3.54745 10.84914 -8.80166
C 5.63765 -5.98841 -0.76228
C 6.09888 -5.24823 0.45994
C 0.23468 0.06822 2.15169
C -1.23790 11.09633 -8.36826
C 0.09742 3.28846 -0.74945
C 3.73400 0.32177 8.95368
C 4.65957 -1.70546 7.59118
C 5.12124 -8.32573 -1.38871
C -0.99443 11.34804 -5.76169
C 4.11782 -9.24688 -0.65566
C 4.82813 -10.38562 0.05865
C -0.82101 -1.09231 2.07757
C 3.88354 -1.23392 8.82639
C -4.79144 11.65874 -8.94790
C 1.62755 -0.53084 9.06078
C 1.44003 2.64397 -0.30145
H -6.83940 -6.06311 2.66133
H 4.59660 -2.77230 7.37666
H -8.59012 -5.91677 0.18992
H -1.15060 10.33307 -9.14151
H -1.85443 -0.78541 1.91650
H 4.22250 -1.78391 9.70430
H 5.73784 -1.58392 7.69448
H -7.82432 -3.27868 0.69189
H -7.12596 -3.86026 1.96936
H 5.89617 -8.92482 -1.86689
H -0.54652 11.82452 -8.79233
H -4.95326 12.07858 -7.95510
H 4.48384 -7.84138 -2.12845
H -2.06232 11.56408 -5.72973
H -6.93839 -7.34665 1.53523
H 4.05115 0.75648 8.00576
H 0.34295 3.95514 -1.57609
H 5.40150 -9.91922 0.85977
H -6.53263 -4.19338 0.24049
H 2.42583 1.42328 1.08166
H 1.33545 2.49798 1.83591
H 4.41553 0.81129 9.64937
H 5.37761 -5.36729 1.26845
H 4.19718 -1.26269 6.70900
*
```